1.
ORCA calculation (wB97M-V/def2-TZVPD) on a structure of composition C28H34ClIMoN4O11P.

Calculated values
Orbital gap (alpha / beta) in eV: 7.2 / 7.2
Lowest unoccupied orbital energy (alpha / beta) in eV: -4.03 / -4.28
ΔE to the lowest compared entry with this formula, charge and spin in kJ/mol: 39.9
Total energy in eV: -89825.58107

```
! wB97M-V def2-TZVPD RIJCOSX def2/J DEFGRID3
* xyz 1 3
Mo -0.08554 0.41981 -0.05697
C 2.76452 -1.37319 3.12312
O 1.47842 -1.10410 2.59243
C 0.50452 -2.08847 2.88006
C 0.13541 -2.90858 1.66237
O -0.80669 -2.20269 0.84976
C -1.41744 -3.06208 -0.11130
C -0.54525 -3.37138 -1.30670
O -0.45716 -2.21382 -2.10872
C 0.41450 -2.38138 -3.20773
H 2.70251 -1.66909 4.17430
H 3.33159 -0.44494 3.06355
H 3.28057 -2.15386 2.55733
H -0.39497 -1.58658 3.25204
H 0.87059 -2.76594 3.65634
H -0.33886 -3.84091 1.98726
H 1.04201 -3.14811 1.09915
H -2.33184 -2.55902 -0.42376
H -1.68813 -4.00573 0.37262
H -1.00344 -4.18888 -1.87730
H 0.45446 -3.69040 -0.98629
H 0.15582 -3.27698 -3.78076
H 1.45640 -2.46265 -2.87753
H 0.30170 -1.50854 -3.84976
O 3.16856 -1.98882 0.11771
C 2.60093 -0.95349 -0.06860
O 1.27943 -0.84834 -0.19216
C 3.29155 0.39561 -0.23415
P 2.04449 1.56284 -0.92293
C 2.27548 3.14867 -0.08528
C 2.05434 4.33157 -0.78942
C 2.06786 5.54554 -0.12481
C 2.29722 5.58472 1.24319
C 2.51257 4.40920 1.94761
C 2.49323 3.19037 1.28979
C 2.64138 1.83919 -2.61946
C 3.84693 2.52604 -2.77453
C 4.35471 2.74730 -4.04202
C 3.66772 2.28899 -5.16032
C 2.48189 1.58915 -5.00859
C 1.96910 1.35898 -3.73882
H 4.16131 0.28515 -0.87764
H 3.63491 0.73330 0.74467
H 1.87016 4.30668 -1.85670
H 1.89310 6.46027 -0.67504
H 2.30362 6.53385 1.76225
H 2.68309 4.44204 3.01540
H 2.62029 2.27720 1.85640
H 4.37833 2.89641 -1.90599
H 5.28864 3.28028 -4.15964
H 4.06266 2.47454 -6.15008
H 1.95431 1.21738 -5.87700
H 1.06273 0.78145 -3.62230
O -1.77043 4.11644 1.04972
Cl -1.72808 3.46292 -0.20033
O -1.52420 4.35981 -1.28221
O -2.86419 2.62655 -0.41174
O -0.49311 2.58218 -0.19850
I -4.60530 -0.04829 -4.31273
C -2.90394 0.53881 -3.30682
C -2.16268 1.68194 -3.50775
N -1.13705 1.63901 -2.65047
N -1.18919 0.53370 -1.86640
C -2.26721 -0.14168 -2.27385
H -2.30195 2.50897 -4.18305
H -0.53543 2.40909 -2.40381
H -2.54928 -1.07089 -1.82058
C -5.20985 0.58259 2.19123
N -3.76431 0.79132 2.21428
C -3.16296 1.53936 3.17417
C -1.82694 1.75103 3.22840
C -1.06057 1.18014 2.18398
O 0.19347 1.23094 2.01330
N -1.69078 0.49621 1.18718
C -3.03882 0.23201 1.16561
O -3.57240 -0.44191 0.31000
H -5.63064 0.89083 3.14369
H -5.41682 -0.46946 2.01577
H -5.65900 1.15952 1.38388
H -3.82355 1.96783 3.91556
H -1.36782 2.36151 3.98781
*
```

Here are the Mulliken charges for atoms 1 to 2, given in e:
1 Mo -0.67
2 C -1.01

2.
ORCA calculation (wB97M-V/def2-TZVPD) on a cluster of 2 separate species, C14H16 in total.

Calculated values
Orbital gap in eV: 9.8
Lowest unoccupied orbital energy in eV: 0.96
ΔE to the lowest compared entry with this formula, charge and spin in kJ/mol: 34.6
Total energy in eV: -14777.40632
SMILES: Cc1ccccc1.Cc1ccccc1

```
! wB97M-V def2-TZVPD RIJCOSX def2/J DEFGRID3
* xyz 0 1
C 2.79770 4.81529 -0.61285
C 1.91456 3.63122 -0.31251
C 1.62643 2.79312 -1.39650
C 0.80776 1.68784 -1.22022
C 0.30883 1.37385 0.04171
C 0.65950 2.17578 1.10577
C 1.45513 3.30599 0.94844
H 2.95219 5.41523 0.24080
H 2.40382 5.45739 -1.39816
H 3.81202 4.52077 -0.88516
H 2.12201 2.93338 -2.34747
H 0.55128 1.11591 -2.10441
H -0.34171 0.51506 0.09242
H 0.24388 1.93320 2.07623
H 1.65543 3.89832 1.83079
C -3.35024 -4.09546 -0.55619
C -2.14017 -3.32138 -0.06344
C -2.08507 -2.78295 1.21360
C -0.94135 -2.11495 1.64176
C 0.17198 -2.04641 0.81995
C 0.09203 -2.49754 -0.49639
C -1.07633 -3.08760 -0.94094
H -4.15079 -4.01170 0.16185
H -3.06066 -5.13003 -0.73108
H -3.63871 -3.66471 -1.51406
H -2.94688 -2.83875 1.86449
H -0.82845 -1.60573 2.59236
H 1.11330 -1.66443 1.19319
H 0.90727 -2.34472 -1.16811
H -1.24322 -3.30314 -1.98668
*
```

Here are the Mulliken charges for atoms 1 to 2, given in e:
1 C -1.50
2 C 0.88

3.
ORCA calculation (wB97M-V/def2-TZVPD) on a structure of composition C9H19NPZn.

Calculated values
Orbital gap (alpha / beta) in eV: 2.5 / 2.5
Lowest unoccupied orbital energy (alpha / beta) in eV: 2.70 / 2.69
ΔE to the lowest compared entry with this formula, charge and spin in kJ/mol: 22.8
Total energy in eV: -68833.20172

```
! wB97M-V def2-TZVPD RIJCOSX def2/J DEFGRID3
* xyz -1 1
C -1.48831 -1.56628 -0.41757
Zn -0.26708 0.03740 -0.56822
N 1.59784 1.02066 -0.34063
H -0.64469 0.70060 -1.98561
H 1.43130 1.94657 0.05844
H -0.19392 -1.47440 -0.38651
H -1.81573 -1.82522 -1.42545
H -2.18066 -0.79941 -0.03187
H -1.60713 -2.40773 0.26389
H 2.27526 0.52842 0.24640
H 1.97604 1.13206 -1.28338
C -2.34416 1.58492 1.50878
P -0.71867 0.75891 1.71061
C -1.07467 -0.63081 2.84759
C 0.17470 1.91722 2.83043
C 1.57404 1.81505 2.97520
C 2.25461 2.67439 3.84247
C 1.54615 3.60453 4.61452
C 0.15339 3.67401 4.51147
C -0.52670 2.83944 3.62379
H -2.87318 1.16891 0.64000
H -2.17684 2.65551 1.32824
H -2.95773 1.45091 2.40935
H -0.12147 -1.08245 3.15640
H -1.59198 -0.24656 3.73751
H -1.69190 -1.39571 2.36049
H 2.13655 1.04824 2.42570
H 3.34246 2.61463 3.92415
H 2.08120 4.27015 5.30086
H -0.40715 4.37906 5.12313
H -1.61211 2.91439 3.55423
*
```

Here are the Mulliken charges for atoms 1 to 2, given in e:
1 C -1.77
2 Zn -0.43